Molecular formula: C32H74N6O10
Method: DFT, ωB97M-V/def2-TZVPD

Each line ends with the Löwdin charge.
Element x y z (Å)
1 C -5.648 -24.611 2.245  0.06
2 C -4.548 -24.078 3.072  -0.40
3 O -3.694 -24.642 3.659  0.18
4 N -4.439 -22.563 3.139  0.08
5 H -5.385 -22.268 3.303  0.09
6 H -3.921 -22.267 3.917  0.13
7 C -3.727 -22.001 1.943  0.05
8 H -5.807 -24.049 1.329  0.11
9 H -6.504 -24.595 2.947  0.11
10 H -5.432 -25.658 2.147  0.11
11 H -4.064 -22.410 0.998  0.11
12 H -2.683 -22.155 2.235  0.12
13 H -3.834 -20.914 1.974  0.10
14 C -12.965 -20.817 3.456  0.04
15 C -11.883 -21.253 2.522  -0.38
16 O -11.114 -20.548 1.953  0.18
17 N -11.923 -22.785 2.244  0.09
18 H -11.405 -23.198 2.981  0.10
19 H -12.909 -23.040 2.521  0.19
20 C -11.431 -23.213 0.867  0.05
21 H -13.160 -19.774 3.285  0.10
22 H -12.561 -20.973 4.465  0.10
23 H -13.882 -21.421 3.401  0.11
24 H -11.681 -24.276 0.903  0.11
25 H -10.341 -23.047 0.798  0.11
26 H -11.932 -22.717 0.048  0.11
27 C -2.433 -20.311 6.687  0.04
28 C -3.548 -19.335 6.960  -0.41
29 O -3.995 -18.459 6.377  0.20
30 N -3.903 -19.278 8.501  0.06
31 H -3.771 -20.252 8.877  0.19
32 H -3.171 -18.703 8.950  0.20
33 C -5.277 -18.850 8.741  0.00
34 H -2.783 -21.284 7.093  0.09
35 H -1.533 -19.941 7.231  0.13
36 H -2.288 -20.562 5.627  0.10
37 H -5.908 -19.482 8.105  0.10
38 H -5.278 -17.877 8.225  0.11
39 H -5.599 -18.794 9.774  0.11
40 C -4.018 -25.765 6.487  0.02
41 C -4.208 -24.776 7.624  -0.53
42 O -4.520 -23.609 7.351  -0.04
43 N -4.126 -25.187 8.886  0.03
44 H -6.147 -22.698 7.075  0.02
45 H -3.550 -26.027 8.961  0.16
46 C -4.733 -24.461 10.063  -0.01
47 H -3.928 -26.816 6.775  0.10
48 H -3.189 -25.494 5.829  0.08
49 H -4.854 -25.635 5.788  0.08
50 H -4.960 -23.476 9.628  0.06
51 H -3.954 -24.409 10.828  0.09
52 H -5.619 -25.044 10.410  0.10
53 C -6.976 -18.308 3.068  -0.08
54 C -6.214 -17.111 2.517  -0.22
55 C -6.882 -15.765 2.830  -0.13
56 N -6.059 -14.584 2.520  -0.31
57 C -6.680 -13.355 3.143  -0.09
58 C -5.852 -12.084 2.982  -0.17
59 C -4.536 -12.221 3.622  -0.20
60 C -3.798 -13.415 3.022  -0.14
61 C -4.672 -14.668 3.093  -0.11
62 C -6.040 -14.465 1.046  0.03
63 H -6.880 -18.327 4.144  0.07
64 H -6.567 -19.263 2.743  0.07
65 H -8.025 -18.334 2.781  0.08
66 H -6.002 -17.321 1.487  0.11
67 H -5.263 -17.051 3.043  0.10
68 H -6.978 -15.716 3.929  0.14
69 H -7.837 -15.569 2.324  0.15
70 H -6.776 -13.611 4.203  0.14
71 H -7.658 -13.252 2.678  0.14
72 H -6.484 -11.307 3.441  0.15
73 H -5.714 -11.734 1.957  0.13
74 H -4.682 -12.372 4.679  0.12
75 H -3.880 -11.330 3.527  0.15
76 H -2.804 -13.668 3.420  0.14
77 H -3.526 -13.106 2.011  0.12
78 H -4.800 -14.994 4.133  0.15
79 H -4.184 -15.503 2.591  0.13
80 H -5.298 -13.764 0.694  0.11
81 H -7.054 -14.158 0.678  0.14
82 H -5.862 -15.461 0.606  0.11
83 C -14.239 -23.141 9.507  -0.09
84 C -13.272 -23.691 10.562  -0.20
85 C -11.897 -23.021 10.671  -0.11
86 N -10.915 -23.361 9.600  -0.24
87 C -9.499 -23.080 10.090  -0.11
88 C -9.174 -21.577 10.294  -0.14
89 C -9.337 -20.829 8.961  -0.17
90 C -10.783 -21.062 8.386  -0.13
91 C -11.118 -22.548 8.248  -0.06
92 C -10.974 -24.802 9.172  0.02
93 H -15.210 -23.545 9.757  0.08
94 H -14.056 -23.510 8.476  0.07
95 H -14.338 -22.043 9.465  0.09
96 H -13.197 -24.757 10.345  0.10
97 H -13.743 -23.720 11.545  0.13
98 H -11.319 -23.318 11.564  0.15
99 H -11.979 -21.966 10.746  0.11
100 H -9.383 -23.695 10.988  0.14
101 H -8.828 -23.457 9.351  0.11
102 H -9.909 -21.141 10.997  0.12
103 H -8.159 -21.527 10.685  0.12
104 H -9.138 -19.763 9.047  0.11
105 H -8.558 -21.236 8.328  0.08
106 H -11.474 -20.537 9.032  0.11
107 H -10.896 -20.562 7.403  0.12
108 H -12.166 -22.776 8.011  0.11
109 H -10.524 -22.979 7.481  0.10
110 H -11.792 -24.993 8.507  0.11
111 H -10.867 -25.407 10.080  0.13
112 H -10.050 -25.071 8.644  0.11
113 O -8.908 -24.481 5.829  0.15
114 C -9.712 -23.885 4.944  -0.70
115 O -10.774 -24.357 4.793  0.13
116 O -9.227 -22.814 4.310  0.09
117 H -8.128 -23.962 5.918  0.07
118 O -6.772 -22.418 4.316  -0.03
119 C -6.315 -21.790 5.296  -0.67
120 O -6.823 -22.182 6.646  0.00
121 O -5.494 -20.933 5.255  0.08
122 H -8.218 -22.600 4.308  0.05

Results
HOMO-LUMO gap = 9.47 eV
DFT total energy = -2343.383558 a.u.
Total charge = +4
Multiplicity = 1